Record 1
A gas-phase ion, C4H3N5O4 (charge -2) at a distorted geometry, computed with wB97M-V/def2-TZVPD.

Last column: natural (NBO) charge in e.
Positions of all 16 atoms, in Å:
N  -0.293  -2.015  -0.598  -0.878
C  0.853  -1.330  -0.321  0.468
N  2.112  -1.675  -0.420  -0.400
N  2.772  -0.640  0.009  -0.162
N  2.007  0.355  0.351  -0.064
N  0.782  -0.005  0.098  -0.162
C  -0.552  0.652  0.472  -0.249
C  -0.197  1.943  1.348  0.778
O  -0.477  1.924  2.557  -0.788
O  0.349  2.876  0.722  -0.764
C  -1.455  0.839  -0.745  0.763
O  -2.280  1.750  -0.649  -0.716
O  -1.391  -0.014  -1.700  -0.839
H  -0.252  -2.935  -0.973  0.359
H  -1.044  -1.518  -1.122  0.449
H  -0.936  -0.206  0.970  0.205

Summary:
2S+1: 1
LUMO in eV: 6.46
Molecular weight in Da: 185.10
Energy relative to the best compared isomer or geometry (same formula, charge and spin) in kcal/mol: 0.0
Total charge: -2
SMILES: Nc1nnnn1C(C(=O)[O-])C(=O)[O-]

***

Record 2
A molecular structure, C28H19F5IN5O3PbS2 at a distorted geometry, computed with wB97M-V/def2-TZVPD.

Last column: natural (NBO) charge in e.
Positions of all 64 atoms, in Å:
Pb  0.926  0.094  -0.675  1.324
N  -1.403  4.189  -1.398  -0.831
C  -0.836  2.921  -1.432  0.275
S  0.724  2.805  -0.680  -0.460
N  -1.531  2.027  -2.053  -0.459
N  -1.019  0.748  -2.159  -0.377
C  -1.679  0.020  -2.990  0.141
C  -1.501  -1.367  -3.328  -0.264
C  -2.499  -1.927  -4.143  -0.141
C  -2.499  -3.246  -4.532  -0.342
C  -1.455  -4.073  -4.090  -0.211
C  -0.449  -3.565  -3.313  -0.262
C  -0.405  -2.193  -2.898  0.421
O  0.576  -1.795  -2.194  -0.780
H  -1.060  4.774  -0.655  0.384
H  -2.397  4.207  -1.566  0.373
H  -2.510  0.519  -3.498  0.163
H  -3.318  -1.282  -4.450  0.187
H  -3.294  -3.639  -5.156  0.187
H  -1.455  -5.125  -4.358  0.187
H  0.357  -4.191  -2.950  0.201
C  3.612  1.335  2.609  -0.646
C  2.273  1.882  3.004  0.162
N  2.202  2.994  3.682  -0.427
C  0.982  3.518  3.955  -0.089
C  -0.192  2.951  3.547  -0.045
C  -1.501  3.659  3.790  -0.078
O  -1.308  4.878  4.504  -0.723
C  -0.172  1.731  2.818  -0.200
C  -1.411  1.155  2.389  0.141
N  -1.568  0.164  1.586  -0.495
C  -2.823  -0.222  1.162  0.199
C  -3.870  0.685  0.935  -0.266
C  -5.076  0.270  0.402  -0.211
C  -5.280  -1.063  0.072  -0.251
C  -4.264  -1.983  0.289  -0.226
C  -3.062  -1.564  0.827  -0.189
I  -1.554  -2.970  1.221  0.169
C  1.114  1.137  2.528  0.400
O  1.310  0.042  1.932  -0.726
H  4.416  1.906  3.071  0.204
H  3.705  1.376  1.520  0.236
H  3.670  0.282  2.890  0.223
H  0.985  4.453  4.499  0.187
H  -2.179  3.009  4.360  0.156
H  -1.973  3.865  2.820  0.165
H  -2.141  5.353  4.497  0.458
H  -2.315  1.590  2.841  0.132
H  -3.705  1.735  1.134  0.210
H  -5.861  0.996  0.227  0.197
H  -6.215  -1.386  -0.368  0.199
H  -4.405  -3.021  0.020  0.218
F  6.867  -4.475  0.058  -0.315
C  6.089  -3.469  -0.388  0.211
C  4.785  -3.326  0.048  0.299
F  4.286  -4.218  0.921  -0.315
C  3.997  -2.283  -0.401  0.296
F  2.747  -2.234  0.068  -0.286
C  4.460  -1.305  -1.296  -0.255
S  3.585  0.077  -1.823  -0.362
C  5.779  -1.518  -1.744  0.303
F  6.320  -0.681  -2.642  -0.309
C  6.577  -2.551  -1.300  0.248
F  7.840  -2.674  -1.754  -0.316

Summary:
2S+1: 1
LUMO in eV: 3.96
Molecular weight in Da: 966.72
Energy relative to the best compared isomer or geometry (same formula, charge and spin) in kcal/mol: 28.8
Total charge: -2

***

Record 3
3 unconnected molecules or ions with the total composition C4H8N2O at a distorted geometry, computed with wB97M-V/def2-TZVPD.

Last column: natural (NBO) charge in e.
Positions of all 15 atoms, in Å:
C  0.395  1.169  1.534  -0.266
N  -0.354  0.213  0.938  -0.473
C  -0.313  0.080  -0.422  -0.091
C  -0.647  -1.298  -0.945  -0.084
O  0.025  -2.272  -0.171  -0.715
C  -0.635  1.216  -1.235  0.238
N  -0.876  2.113  -1.930  -0.315
H  0.294  2.181  1.152  0.214
H  0.529  1.074  2.608  0.212
H  1.626  0.801  0.520  0.001
H  -0.335  -0.699  1.387  0.417
H  1.410  0.427  -0.282  0.006
H  -0.378  -1.348  -2.007  0.191
H  -1.712  -1.541  -0.860  0.192
H  0.973  -2.116  -0.286  0.474

Summary:
2S+1: 1
LUMO in eV: 0.40
Molecular weight in Da: 100.12
Energy relative to the best compared isomer or geometry (same formula, charge and spin) in kcal/mol: 111.1

***

Record 4
A single C6H15FSi molecule at a distorted geometry, computed with wB97M-V/def2-TZVPD.

Last column: natural (NBO) charge in e.
Positions of all 23 atoms, in Å:
C  2.460  0.655  0.144  -0.591
C  1.145  0.916  -0.528  -0.892
Si  -0.555  0.168  -0.168  1.956
F  -1.645  1.041  -0.920  -0.642
C  -0.627  -1.669  -0.704  -0.886
C  -0.186  -2.027  -2.134  -0.605
C  -0.890  0.272  1.625  -0.924
C  -1.652  1.476  1.857  -0.618
H  2.895  -0.239  -0.259  0.204
H  2.373  0.572  1.198  0.203
H  3.168  1.446  -0.132  0.205
H  0.742  1.845  -0.205  0.208
H  1.259  0.987  -1.597  0.228
H  -1.632  -2.004  -0.393  0.222
H  0.101  -2.100  -0.019  0.220
H  -0.722  -1.381  -2.877  0.205
H  -0.246  -3.090  -2.372  0.209
H  0.853  -1.734  -2.252  0.202
H  0.086  0.296  2.154  0.229
H  -1.382  -0.734  1.872  0.233
H  -1.119  2.374  1.687  0.207
H  -1.962  1.470  2.921  0.208
H  -2.464  1.461  1.101  0.217

Summary:
2S+1: 1
LUMO in eV: 0.97
Molecular weight in Da: 134.27
SMILES: CC[Si](F)(CC)CC

***

Record 5
A molecular structure, C19H28BHfN7Si at a distorted geometry, computed with wB97M-V/def2-TZVPD.

Last column: natural (NBO) charge in e.
Positions of all 57 atoms, in Å:
H  0.195  -2.645  -2.000  0.278
N  -1.046  -0.987  -1.526  -0.364
B  -2.918  0.579  -0.757  0.530
N  -2.387  -0.784  -1.323  -0.276
C  -2.982  -1.986  -1.388  0.103
Hf  0.380  0.763  0.270  2.493
H  -4.048  -2.076  -1.220  0.268
C  -2.027  -2.950  -1.728  -0.294
H  -2.234  -3.988  -1.926  0.284
C  -0.808  -2.296  -1.814  0.077
H  -4.055  0.751  -1.050  0.021
C  1.313  1.857  1.825  -1.334
H  2.400  1.700  1.703  0.286
H  1.069  1.624  2.869  0.279
H  1.142  2.936  1.669  0.264
N  -2.023  1.766  -1.279  -0.291
N  -2.718  0.500  0.790  -0.305
N  -0.626  1.816  -1.033  -0.671
N  -1.432  0.429  1.308  -0.564
C  -2.383  2.870  -1.936  0.113
C  -3.601  0.490  1.798  0.082
H  -3.422  3.043  -2.193  0.272
H  -4.661  0.506  1.588  0.260
C  -1.255  3.653  -2.184  -0.292
C  -2.910  0.448  3.009  -0.296
C  -0.169  2.984  -1.649  0.048
C  -1.559  0.405  2.680  0.051
H  -1.237  4.591  -2.712  0.283
H  -3.322  0.441  4.001  0.275
H  0.886  3.227  -1.647  0.263
H  -0.686  0.428  3.315  0.257
H  -0.501  -0.246  -1.958  0.437
C  -0.548  -2.771  1.770  -1.130
Si  1.255  -2.320  1.524  1.794
C  1.898  -1.694  3.169  -1.130
C  2.066  -3.899  0.947  -1.134
N  1.545  -1.081  0.292  -1.331
C  2.801  -0.945  -0.328  0.238
C  4.029  -1.262  0.315  -0.297
C  5.240  -1.025  -0.341  -0.138
C  5.265  -0.553  -1.659  -0.222
C  4.062  -0.216  -2.288  -0.175
C  2.839  -0.425  -1.645  -0.334
H  -0.567  -3.763  2.252  0.274
H  -1.107  -2.850  0.831  0.220
H  -1.082  -2.074  2.427  0.229
H  1.755  -2.472  3.935  0.264
H  2.966  -1.447  3.141  0.250
H  1.353  -0.800  3.501  0.217
H  1.724  -4.145  -0.068  0.235
H  3.161  -3.841  0.930  0.257
H  1.779  -4.733  1.605  0.259
H  4.042  -1.646  1.338  0.228
H  6.179  -1.217  0.182  0.239
H  6.211  -0.446  -2.192  0.244
H  4.056  0.210  -3.292  0.231
H  1.892  -0.191  -2.152  0.176

Summary:
2S+1: 1
LUMO in eV: -6.83
Molecular weight in Da: 571.87
Energy relative to the best compared isomer or geometry (same formula, charge and spin) in kcal/mol: 35.1
Total charge: +2

***

Record 6
A single C6H7NO2S molecule at a distorted geometry, computed with wB97M-V/def2-TZVPD.

Last column: natural (NBO) charge in e.
Positions of all 17 atoms, in Å:
N  -2.058  -1.459  -0.813  -1.100
S  -0.575  -1.076  -1.765  2.270
O  -1.180  -0.325  -2.890  -0.901
O  0.286  -2.204  -2.057  -0.894
C  0.124  -0.198  -0.541  -0.424
C  1.246  -0.731  0.289  -0.139
C  1.712  0.115  1.245  -0.216
C  1.089  1.279  1.658  -0.185
C  0.202  1.871  0.875  -0.206
C  -0.409  1.038  -0.084  -0.150
H  -2.732  -0.594  -0.922  0.413
H  -1.930  -1.877  0.265  0.409
H  1.621  -1.639  0.011  0.234
H  2.386  -0.399  1.953  0.217
H  1.565  1.666  2.493  0.217
H  -0.134  2.901  0.821  0.229
H  -1.214  1.633  -0.538  0.227

Summary:
2S+1: 1
LUMO in eV: -0.04
Molecular weight in Da: 157.19
Energy relative to the best compared isomer or geometry (same formula, charge and spin) in kcal/mol: 70.9
SMILES: NS(=O)(=O)c1ccccc1

***

| no. | HOMO-LUMO gap (eV) | DFT total energy (Ha) | E_HOMO (hartree) |
| --- | --- | --- | --- |
| 1 | 7.60 | -728.98595 | -0.0419 |
| 2 | 5.67 | -3364.24005 | -0.0627 |
| 3 | 9.10 | -341.82654 | -0.3198 |
| 4 | 10.50 | -627.01875 | -0.3500 |
| 5 | 6.52 | -1486.03168 | -0.4905 |
| 6 | 9.47 | -836.15099 | -0.3496 |